Record 1
{"formula": "C12H16AsF6N2O2PS", "method": "ωB97M-V/def2-TZVPD", "e_homo_ev": -10.1, "gap_ev": 7.141, "symbols": ["C", "C", "C", "N", "C", "S", "C", "C", "C", "C", "C", "O", "O", "P", "N", "C", "C", "C", "H", "H", "H", "H", "H", "H", "H", "H", "H", "H", "H", "H", "H", "H", "H", "H", "F", "As", "F", "F", "F", "F", "F"], "positions_angstrom": [[2.804, 1.415, 2.994], [2.221, 2.038, 1.977], [1.419, 2.683, 0.714], [0.478, 1.582, 0.252], [-0.579, 1.471, 1.105], [-1.527, 0.055, 0.376], [-0.718, -0.209, -1.287], [-1.556, 0.225, -2.635], [-2.329, 1.625, -2.433], [-3.892, 1.520, -2.047], [-4.409, 0.065, -1.612], [-4.688, -0.209, -0.377], [-4.658, -1.031, -2.539], [-0.053, -1.964, -1.711], [-0.007, -2.133, -3.331], [0.635, 0.649, -0.938], [1.585, 1.132, -2.127], [2.457, 1.471, -3.067], [2.998, 0.560, 3.777], [0.785, 3.599, 1.024], [2.157, 2.969, -0.142], [-0.773, 2.105, 2.052], [-2.189, -0.633, -3.064], [-0.723, 0.425, -3.431], [-1.810, 2.346, -1.682], [-2.277, 2.179, -3.461], [-4.055, 2.213, -1.121], [-4.577, 1.953, -2.873], [-5.131, -1.728, -2.017], [-0.901, -2.926, -1.064], [1.285, -2.198, -1.252], [0.985, -2.335, -3.597], [1.291, -0.187, -0.444], [3.434, 1.595, -3.684], [2.969, -4.688, 5.469], [3.189, -2.906, 5.381], [4.670, -3.037, 6.391], [2.194, -2.708, 6.866], [3.409, -1.112, 5.290], [1.705, -2.772, 4.370], [4.183, -3.101, 3.895]], "mulliken_charge": [-0.1512, -0.1809, -0.6513, 0.2542, 0.0111, -0.0389, 0.6565, -1.0981, -0.5396, -0.3843, 0.4938, -0.5627, -0.4770, 0.2104, -0.6945, -0.1050, -0.6500, -0.3815, 0.3684, 0.3705, 0.3068, 0.3867, 0.5442, 0.5242, 0.1958, 0.3727, 0.2301, 0.3320, 0.3538, 0.1476, 0.1665, 0.2520, 0.3648, 0.3783, -0.5001, 1.9952, -0.4845, -0.4838, -0.5206, -0.5155, -0.4959]}

=====

Record 2
{"formula": "C27H35F4GaN5", "method": "ωB97M-V/def2-TZVPD", "e_homo_ev": -4.4, "gap_ev": 6.726, "charge": -1, "symbols": ["N", "C", "Ga", "N", "C", "C", "N", "N", "N", "H", "H", "H", "H", "H", "H", "H", "H", "H", "H", "H", "H", "H", "H", "H", "F", "C", "C", "C", "C", "C", "C", "H", "H", "H", "H", "H", "F", "C", "C", "C", "C", "C", "C", "H", "H", "H", "H", "H", "F", "C", "C", "C", "C", "C", "C", "H", "H", "H", "H", "H", "F", "C", "C", "C", "C", "C", "C", "H", "H", "H", "H", "H"], "positions_angstrom": [[-0.414, -3.601, -4.180], [-0.776, -2.809, -2.975], [-0.066, -0.912, -3.173], [-1.549, 0.279, -3.647], [0.871, -0.181, -1.502], [0.068, -0.186, -0.178], [-1.118, -1.071, -0.178], [-0.384, 1.176, 0.093], [0.847, -0.610, 0.999], [-0.259, -4.577, -3.960], [0.442, -3.244, -4.588], [-0.437, -3.316, -2.062], [-1.869, -2.747, -2.951], [0.983, -0.911, -4.415], [-2.141, 0.489, -2.846], [-1.166, 1.180, -3.921], [1.122, 0.860, -1.746], [1.837, -0.680, -1.364], [-0.825, -2.026, -0.365], [-1.682, -0.815, -0.983], [-0.557, 1.657, -0.780], [-1.245, 1.155, 0.629], [1.077, -1.595, 0.903], [1.727, -0.108, 0.956], [-3.974, -3.411, -0.964], [-5.064, -3.370, -1.759], [-4.888, -3.285, -3.126], [-6.018, -3.262, -3.928], [-7.287, -3.299, -3.363], [-7.428, -3.365, -1.983], [-6.309, -3.408, -1.164], [-3.889, -3.244, -3.540], [-5.901, -3.198, -5.002], [-8.164, -3.267, -3.996], [-8.414, -3.379, -1.537], [-6.390, -3.465, -0.088], [-7.002, -0.706, 0.407], [-6.053, -0.149, 1.200], [-6.459, 0.710, 2.200], [-5.486, 1.276, 3.014], [-4.145, 0.977, 2.818], [-3.767, 0.110, 1.800], [-4.727, -0.462, 0.977], [-7.511, 0.927, 2.330], [-5.782, 1.955, 3.804], [-3.391, 1.424, 3.453], [-2.724, -0.127, 1.625], [-4.452, -1.135, 0.178], [5.119, -1.711, -0.402], [5.258, -1.068, 0.773], [4.606, 0.136, 0.958], [4.762, 0.786, 2.175], [5.557, 0.239, 3.174], [6.198, -0.972, 2.956], [6.053, -1.639, 1.747], [3.990, 0.543, 0.167], [4.252, 1.726, 2.342], [5.672, 0.759, 4.115], [6.817, -1.405, 3.731], [6.539, -2.586, 1.554], [5.637, 3.520, 4.072], [5.986, 4.386, 3.095], [6.509, 3.886, 1.919], [6.862, 4.789, 0.925], [6.691, 6.153, 1.116], [6.162, 6.622, 2.311], [5.802, 5.736, 3.316], [6.630, 2.820, 1.789], [7.266, 4.417, -0.007], [6.964, 6.848, 0.334], [6.023, 7.684, 2.463], [5.382, 6.073, 4.254]], "mulliken_charge": [-0.7898, 0.3589, 0.1319, -0.6053, -1.4257, 1.4548, -0.5377, -0.8519, -0.7948, 0.2028, 0.2000, 0.3598, -0.5264, -0.4416, 0.1799, 0.1969, 0.6475, 0.2098, 0.2058, 0.0475, 0.2658, 0.2562, 0.2832, 0.0486, -0.3078, 0.5433, -0.4364, -0.4499, -0.5178, -0.3798, -0.3246, 0.3147, 0.3702, 0.3737, 0.3581, 0.4569, -0.2675, 0.5649, -0.6828, -0.2203, -0.8317, -0.4288, -0.4998, 0.4154, 0.3450, 0.4058, 0.7221, 0.4012, -0.3145, 0.3808, -0.5472, -0.4766, -0.5839, -0.2727, -0.4770, 0.5855, 0.4977, 0.4135, 0.3611, 0.4212, -0.3045, 0.4273, -0.1687, -0.4327, -0.5734, -0.2840, -0.5928, 0.4580, 0.3571, 0.3681, 0.3446, 0.4130]}

=====

Record 3
{"formula": "C3H11N2O", "method": "ωB97M-V/def2-TZVPD", "e_homo_ev": -12.5, "gap_ev": 4.601, "de_lowest_kj_mol": 508.9, "charge": 1, "symbols": ["N", "C", "C", "O", "C", "N", "H", "H", "H", "H", "H", "H", "H", "H", "H", "H", "H"], "positions_angstrom": [[0.388, -1.915, -3.300], [-0.569, 0.879, 1.117], [-0.858, -0.361, 0.378], [-0.990, -0.073, -1.002], [0.802, 1.326, 1.219], [1.255, 0.435, 2.347], [0.504, -1.570, -4.242], [-0.417, -1.479, -2.885], [0.200, -2.903, -3.364], [-1.390, 1.398, 1.599], [0.032, -0.999, 0.487], [-1.740, -0.902, 0.726], [-1.104, 0.867, -1.193], [0.835, 2.366, 1.509], [1.334, 0.998, 0.329], [0.574, 0.206, 3.064], [2.033, 0.903, 2.789]], "mulliken_charge": [-0.6544, -0.0746, -0.3110, -0.3791, -0.2696, -0.5284, 0.2289, 0.2026, 0.2294, 0.4097, 0.3272, 0.3221, 0.3220, 0.3707, 0.2800, 0.2526, 0.2719]}

=====

Record 4
{"formula": "C4H14NO2", "method": "ωB97M-V/def2-TZVPD", "e_homo_ev": -13.9, "gap_ev": 10.849, "de_lowest_kj_mol": 267.3, "charge": 1, "symbols": ["C", "C", "C", "C", "N", "H", "H", "H", "H", "H", "H", "H", "H", "H", "H", "H", "H", "O", "H", "H", "O"], "positions_angstrom": [[-0.421, -0.069, -1.651], [0.998, -0.711, -1.412], [2.243, 0.236, -1.218], [2.407, 0.947, -0.127], [-0.638, 0.891, -0.400], [-1.253, -0.818, -1.546], [-0.474, 0.669, -2.459], [1.325, -1.356, -2.246], [0.849, -1.452, -0.504], [3.048, 0.028, -1.985], [3.359, 1.580, 0.077], [2.037, 0.462, 0.831], [0.307, 1.114, -0.156], [-1.090, 0.379, 0.329], [-1.049, 1.770, -0.539], [-2.900, -1.879, 2.269], [-1.683, -2.347, 1.686], [-2.401, -1.814, 1.440], [-2.264, 0.638, 2.323], [-1.028, 0.704, 3.068], [-1.370, 1.027, 2.222]], "mulliken_charge": [-0.3757, -0.6051, 0.0286, -0.8777, -0.1400, 0.3315, 0.3333, 0.3620, 0.2495, 0.3119, 0.2815, 0.3131, 0.0560, 0.3782, 0.3699, 0.3210, 0.3113, -0.6112, 0.3060, 0.3262, -0.6699]}